(1)
The following is a DFT calculation (ωB97M-V/def2-TZVPD) of a 2-piece molecular cluster, C6H6ClNO4 overall in a non-equilibrium geometry.

Each line ends with the Löwdin charge.
Positions of all 18 atoms, in Å:
C (-1.53, -1.32, 0.36)  -0.048
C (-0.68, -1.51, 1.36)  -0.123
C (-1.28, -0.51, -0.81)  -0.092
C (0.63, -0.98, 1.23)  -0.543
C (0.15, -0.14, -1.16)  -0.311
C (1.02, -0.32, 0.09)  -0.081
N (2.29, 0.34, -0.03)  -0.386
O (3.31, -0.18, 0.31)  0.097
O (2.15, 1.40, -0.56)  0.094
O (0.55, 0.07, -2.28)  0.133
O (-0.61, 2.78, -0.67)  -0.004
Cl (1.70, -1.16, 2.58)  0.762
H (-2.58, -1.72, 0.47)  0.142
H (-1.03, -2.17, 2.14)  0.113
H (-1.75, 0.40, -0.86)  0.107
H (-1.79, -0.89, -1.65)  0.125
H (0.30, 2.57, -0.57)  -0.015
H (-0.85, 3.33, 0.06)  0.031

Results
LUMO (alpha / beta) = -1.1 / -1.1 eV
highest occupied orbital energy (alpha / beta) = -0.35693 / -0.35695 Ha
energy above the lowest of the compared OMol25 structures with the same formula, charge and spin = 145.6 kJ/mol
gap between HOMO and LUMO (alpha / beta) = 0.3154 / 0.3154 hartree
total charge = 0
molecular weight = 191.6 g/mol

***

(2)
The following is a DFT calculation (ωB97M-V/def2-TZVPD) of a 15-piece molecular cluster, C4H28BO22 overall in a non-equilibrium geometry.

Each line ends with the Löwdin spin population.
Positions of all 55 atoms, in Å:
O (-20.25, 5.95, 14.23)  0.193
C (-19.87, 6.59, 13.26)  0.240
O (-20.56, 7.53, 12.55)  0.072
B (-19.72, 7.84, 11.34)  0.009
O (-18.43, 7.17, 11.63)  0.081
C (-18.51, 6.35, 12.63)  0.214
O (-17.70, 5.44, 12.85)  0.169
O (-19.55, 9.24, 11.14)  0.001
C (-19.70, 9.50, 9.90)  0.000
O (-19.66, 10.67, 9.43)  0.000
C (-20.23, 8.17, 9.17)  0.000
O (-20.30, 7.22, 10.12)  0.004
O (-20.58, 8.13, 8.04)  0.000
O (-20.67, 10.79, 13.93)  0.001
H (-20.50, 10.84, 12.99)  0.000
H (-21.22, 10.01, 14.03)  0.000
O (-16.78, 5.94, 15.38)  0.002
H (-17.39, 6.21, 16.06)  0.000
H (-17.32, 5.47, 14.74)  0.000
O (-17.72, 6.89, 7.21)  0.000
H (-18.12, 7.50, 6.59)  0.000
H (-17.45, 7.43, 7.95)  0.000
O (-19.13, 9.29, 5.73)  0.000
H (-19.35, 9.96, 5.08)  0.000
H (-19.88, 9.26, 6.32)  0.000
O (-22.63, 6.27, 6.58)  0.000
H (-22.37, 5.44, 6.99)  0.000
H (-22.30, 6.94, 7.18)  0.000
O (-16.73, 8.54, 9.24)  0.000
H (-16.83, 8.58, 10.19)  0.000
H (-16.00, 9.13, 9.04)  0.000
O (-16.54, 5.24, 9.59)  0.000
H (-17.08, 5.88, 10.05)  0.000
H (-16.51, 5.56, 8.69)  0.000
O (-19.05, 6.13, 17.03)  0.004
H (-19.38, 6.69, 17.73)  0.000
H (-19.77, 6.11, 16.39)  0.002
O (-15.74, 8.35, 11.69)  0.000
H (-14.95, 8.87, 11.87)  0.000
H (-16.37, 8.64, 12.36)  0.000
O (-16.96, 2.60, 14.67)  0.000
H (-17.58, 2.08, 15.18)  0.000
H (-17.40, 2.73, 13.83)  0.000
O (-18.46, 12.73, 11.46)  0.000
H (-18.56, 11.88, 11.04)  0.000
H (-17.53, 12.79, 11.68)  0.000
O (-19.84, 3.07, 13.90)  0.001
H (-20.77, 3.08, 14.12)  0.001
H (-19.45, 3.69, 14.51)  0.000
O (-18.55, 13.66, 8.09)  0.000
H (-18.64, 12.74, 8.32)  0.000
H (-19.40, 13.89, 7.71)  0.000
O (-18.46, 3.27, 10.61)  0.002
H (-17.97, 4.00, 11.01)  0.001
H (-19.33, 3.63, 10.46)  0.000

Results
LUMO (alpha / beta) = 4.2 / 4.2 eV
highest occupied orbital energy (alpha / beta) = 0.04137 / -0.10474 Ha
energy above the lowest of the compared OMol25 structures with the same formula, charge and spin = 17.6 kJ/mol
<S²> = 0.753
gap between HOMO and LUMO (alpha / beta) = 0.1113 / 0.2574 hartree
total charge = -2
2S+1 = 2
molecular weight = 439.1 g/mol

***

(3)
The following is a DFT calculation (ωB97M-V/def2-TZVPD) of C28H21ClN5O4OsS as an isolated structure.

Each line ends with the Löwdin spin population.
Positions of all 61 atoms, in Å:
Os (0.79, -0.50, -0.70)  2.301
O (-3.03, -1.51, 5.12)  0.117
C (-1.88, -1.71, 4.84)  0.037
O (-1.12, -2.32, 5.74)  0.819
C (-1.19, -1.31, 3.60)  0.023
C (-1.82, -0.39, 2.79)  0.003
C (-1.22, -0.01, 1.60)  0.014
N (-0.06, -0.57, 1.23)  0.011
C (0.63, -1.35, 2.08)  0.011
C (0.08, -1.78, 3.27)  0.006
C (2.04, -1.60, 1.68)  0.014
C (2.95, -2.31, 2.44)  -0.001
C (4.27, -2.38, 2.00)  0.021
C (4.64, -1.75, 0.83)  -0.004
C (3.67, -1.07, 0.11)  0.022
N (2.40, -1.00, 0.53)  0.008
C (-1.71, 1.11, 0.76)  0.007
C (-3.01, 1.59, 0.82)  0.003
C (-3.35, 2.66, 0.01)  0.000
C (-2.39, 3.20, -0.82)  0.004
C (-1.11, 2.66, -0.81)  0.007
N (-0.78, 1.64, -0.03)  0.081
H (-2.77, 0.04, 3.10)  0.001
H (0.62, -2.44, 3.93)  0.004
H (2.66, -2.80, 3.35)  0.000
H (5.00, -2.93, 2.58)  0.001
H (5.65, -1.78, 0.46)  -0.001
H (3.88, -0.59, -0.84)  0.001
H (-3.75, 1.13, 1.46)  0.000
H (-4.36, 3.05, 0.02)  0.000
H (-2.62, 4.04, -1.47)  0.000
H (-0.33, 3.05, -1.46)  0.001
C (0.78, -5.44, -6.30)  0.000
C (0.67, -4.13, -5.57)  0.000
C (-0.53, -3.72, -5.01)  0.000
C (-0.64, -2.52, -4.33)  0.002
C (0.49, -1.72, -4.21)  0.003
C (1.71, -2.11, -4.76)  0.001
C (1.79, -3.31, -5.43)  0.000
S (0.42, -0.17, -3.40)  0.019
O (1.67, -0.11, -2.54)  0.062
O (0.25, 0.88, -4.34)  0.000
N (-0.61, -0.21, -2.17)  0.064
C (-2.01, -0.31, -2.27)  0.000
C (-2.72, 0.24, -3.34)  0.010
C (-4.09, 0.07, -3.36)  -0.001
C (-4.71, -0.61, -2.32)  0.011
C (-3.91, -1.08, -1.29)  -0.001
N (-2.59, -0.93, -1.25)  0.009
H (-0.19, -5.91, -6.42)  0.000
H (1.43, -6.13, -5.76)  0.000
H (1.22, -5.29, -7.29)  0.000
H (-1.41, -4.35, -5.10)  0.000
H (-1.58, -2.24, -3.89)  0.000
H (2.58, -1.48, -4.65)  0.000
H (2.73, -3.61, -5.86)  0.000
H (-2.20, 0.78, -4.12)  0.000
H (-4.67, 0.47, -4.18)  0.000
H (-5.78, -0.76, -2.30)  0.001
H (-4.35, -1.60, -0.44)  0.000
Cl (0.51, -2.94, -0.88)  0.311

Results
LUMO (alpha / beta) = -4.1 / -5.7 eV
highest occupied orbital energy (alpha / beta) = -0.38085 / -0.42342 Ha
energy above the lowest of the compared OMol25 structures with the same formula, charge and spin = 5.1 kJ/mol
<S²> = 6.019
gap between HOMO and LUMO (alpha / beta) = 0.2299 / 0.2136 hartree
total charge = +1
2S+1 = 5
molecular weight = 749.3 g/mol

***

(4)
The following is a DFT calculation (ωB97M-V/def2-TZVPD) of one molecule with the formula C4HNO in a non-equilibrium geometry.

Each line ends with the Löwdin charge.
Positions of all 7 atoms, in Å:
C (1.94, 0.39, -0.10)  -0.306
C (0.51, 0.49, 0.09)  0.052
C (-0.58, -0.03, 0.05)  0.006
C (-1.99, -0.02, 0.24)  -0.171
H (2.52, 1.45, -0.18)  0.159
N (-3.11, -0.15, -0.21)  0.163
O (2.49, -0.66, -0.01)  0.097

Results
LUMO = -1.4 eV
highest occupied orbital energy = -0.40857 Ha
energy above the lowest of the compared OMol25 structures with the same formula, charge and spin = 100.0 kJ/mol
gap between HOMO and LUMO = 0.3588 hartree
total charge = 0
molecular weight = 79.1 g/mol

***

(5)
The following is a DFT calculation (ωB97M-V/def2-TZVPD) of C41H37Br5F3LaN4O6PS4 as an isolated structure in a non-equilibrium geometry.

Each line ends with the Löwdin charge.
Positions of all 102 atoms, in Å:
La (0.18, 0.19, 0.08)  1.773
Br (2.40, -6.82, -0.32)  0.679
C (1.79, -5.14, 0.30)  -0.762
C (1.42, -4.96, 1.62)  -0.757
Br (1.52, -6.39, 2.86)  0.678
C (0.93, -3.71, 2.04)  -0.621
Br (0.42, -3.38, 3.83)  0.780
C (0.81, -2.64, 1.16)  -0.421
O (0.32, -1.45, 1.51)  -0.412
C (1.23, -2.80, -0.19)  -0.427
O (1.15, -1.77, -1.01)  -0.352
C (1.69, -4.06, -0.59)  -0.625
Br (2.06, -4.26, -2.44)  0.762
Br (-5.38, -3.38, 5.06)  0.716
C (-4.26, -2.12, 4.18)  -0.691
C (-3.30, -2.57, 3.29)  -0.121
C (-2.49, -1.64, 2.65)  -0.049
C (-2.62, -0.29, 2.91)  -0.237
C (-3.61, 0.14, 3.79)  -0.028
C (-4.44, -0.77, 4.43)  -0.127
N (-1.73, 0.63, 2.24)  0.085
C (-1.44, 1.69, 2.86)  -0.095
C (-0.55, 2.76, 2.35)  -0.277
C (-0.59, 4.00, 2.95)  -0.007
C (0.30, 4.98, 2.52)  -0.043
C (1.20, 4.67, 1.53)  -0.056
C (1.17, 3.39, 0.98)  -0.154
N (0.31, 2.46, 1.37)  -0.030
H (-3.17, -3.62, 3.10)  0.108
H (-1.72, -1.98, 1.97)  0.092
H (-3.78, 1.19, 3.96)  0.108
H (-5.21, -0.43, 5.11)  0.098
H (-1.81, 1.89, 3.87)  0.125
H (-1.30, 4.19, 3.75)  0.114
H (0.28, 5.97, 2.96)  0.110
H (1.91, 5.39, 1.15)  0.114
H (1.88, 3.10, 0.21)  0.109
C (4.91, -2.29, -1.08)  0.000
C (4.68, -0.85, -1.43)  -0.260
C (5.62, 0.12, -1.31)  0.007
C (5.23, 1.45, -1.55)  -0.310
N (4.01, 1.79, -1.94)  0.128
C (3.09, 0.81, -2.08)  -0.785
S (1.48, 1.09, -2.54)  0.633
N (3.45, -0.48, -1.84)  0.115
C (6.20, 2.56, -1.32)  -0.023
H (5.96, -2.47, -0.90)  0.089
H (4.55, -2.94, -1.88)  0.047
H (4.34, -2.53, -0.18)  0.080
H (6.62, -0.12, -0.97)  0.126
H (2.66, -1.15, -1.79)  0.096
H (7.08, 2.45, -1.96)  0.081
H (6.55, 2.54, -0.28)  0.086
H (5.72, 3.52, -1.52)  0.078
C (-4.56, -0.01, -0.39)  -0.096
C (-3.86, -1.35, -0.54)  -0.268
O (-2.54, -1.25, -1.08)  -0.225
C (-2.55, -1.54, -2.48)  -0.268
C (-1.26, -1.13, -3.14)  -0.090
H (-5.54, -0.18, 0.06)  0.079
H (-4.68, 0.49, -1.35)  0.065
H (-3.98, 0.65, 0.25)  0.024
H (-4.45, -2.01, -1.19)  0.115
H (-3.79, -1.83, 0.43)  0.097
H (-3.39, -0.99, -2.94)  0.116
H (-2.74, -2.61, -2.61)  0.121
H (-1.16, -0.04, -3.15)  0.020
H (-1.25, -1.49, -4.17)  0.088
H (-0.40, -1.56, -2.63)  0.044
F (3.19, 0.03, 4.18)  0.150
C (2.58, 0.61, 3.16)  -0.646
F (2.76, 1.94, 3.27)  0.118
F (1.26, 0.41, 3.26)  0.112
S (3.34, 0.06, 1.57)  0.543
O (4.63, 0.69, 1.61)  -0.263
O (2.40, 0.70, 0.59)  -0.523
O (3.32, -1.37, 1.54)  -0.243
S (-0.22, 5.01, -1.75)  0.208
P (-1.59, 3.65, -2.13)  0.059
S (-1.86, 2.01, -0.98)  0.228
C (-3.23, 4.49, -2.18)  -0.385
C (-4.13, 4.39, -1.13)  -0.109
C (-5.32, 5.12, -1.15)  -0.095
C (-5.61, 5.95, -2.22)  -0.105
C (-4.71, 6.06, -3.27)  -0.092
C (-3.52, 5.34, -3.24)  -0.096
C (-1.42, 3.00, -3.82)  -0.419
C (-0.28, 3.27, -4.57)  -0.141
C (-0.17, 2.75, -5.86)  -0.084
C (-1.19, 1.98, -6.40)  -0.096
C (-2.33, 1.71, -5.65)  -0.092
C (-2.44, 2.22, -4.36)  -0.114
H (-3.91, 3.73, -0.30)  0.067
H (-6.02, 5.03, -0.32)  0.096
H (-6.54, 6.51, -2.24)  0.094
H (-4.92, 6.71, -4.10)  0.097
H (-2.81, 5.44, -4.06)  0.108
H (0.50, 3.87, -4.14)  0.060
H (0.73, 2.95, -6.44)  0.100
H (-1.09, 1.57, -7.40)  0.095
H (-3.13, 1.11, -6.07)  0.098
H (-3.33, 2.02, -3.77)  0.102

Results
LUMO = 1.4 eV
highest occupied orbital energy = -0.18868 Ha
energy above the lowest of the compared OMol25 structures with the same formula, charge and spin = 0.0 kJ/mol
gap between HOMO and LUMO = 0.2401 hartree
total charge = -1
molecular weight = 1436.4 g/mol

***

(6)
The following is a DFT calculation (ωB97M-V/def2-TZVPD) of a 2-piece molecular cluster, C25H20BBrF27N2O12PS2 overall in a non-equilibrium geometry.

Each line ends with the Löwdin charge.
Positions of all 91 atoms, in Å:
C (3.04, -3.97, -2.14)  -0.011
C (3.16, -2.51, -1.72)  -0.379
F (4.12, -1.94, -2.51)  0.023
C (3.56, -2.41, -0.23)  -0.042
C (2.84, -1.40, 0.57)  -0.105
N (3.22, -0.17, 0.77)  -0.049
S (4.68, 0.57, 0.18)  0.791
O (4.89, 1.80, 0.86)  -0.207
O (5.70, -0.40, 0.38)  -0.202
C (4.69, 0.97, -1.68)  -0.414
F (5.52, 0.10, -2.23)  0.154
F (5.27, 2.18, -1.75)  0.157
C (3.33, 1.06, -2.47)  -0.534
F (2.94, 2.32, -2.59)  0.197
F (2.36, 0.34, -1.87)  0.147
F (3.54, 0.56, -3.68)  0.210
C (2.27, 0.50, 1.71)  -0.550
Br (3.30, 0.29, 3.43)  0.990
C (2.09, 2.03, 1.62)  -0.162
C (2.06, 2.65, 0.22)  -0.058
C (1.63, 4.12, 0.32)  -0.437
F (1.99, 4.65, 1.51)  0.147
F (2.29, 4.83, -0.62)  0.151
C (0.12, 4.35, 0.15)  -0.338
F (-0.56, 3.64, 1.07)  0.162
F (-0.11, 5.65, 0.43)  0.158
C (-0.44, 4.08, -1.28)  -0.333
F (-1.42, 3.17, -1.16)  0.162
F (0.49, 3.56, -2.11)  0.156
C (-1.08, 5.31, -1.98)  -0.534
F (-0.18, 6.28, -2.16)  0.188
F (-1.46, 4.88, -3.20)  0.183
F (-2.16, 5.73, -1.33)  0.205
C (0.99, -0.35, 1.70)  -0.298
C (0.25, -0.05, 3.03)  -0.107
C (0.04, -1.23, 4.00)  -0.060
C (-1.11, -1.00, 4.97)  -0.459
F (-0.86, -1.52, 6.18)  0.143
F (-1.18, 0.35, 5.17)  0.114
C (-2.51, -1.39, 4.44)  -0.424
F (-3.43, -0.67, 5.10)  0.137
F (-2.62, -1.06, 3.14)  0.135
S (-2.99, -3.21, 4.66)  0.751
F (-2.92, -3.48, 3.11)  -0.134
F (-1.46, -3.64, 4.75)  -0.129
F (-3.07, -2.99, 6.21)  -0.104
F (-4.50, -2.82, 4.50)  -0.103
F (-3.40, -4.71, 4.88)  -0.092
C (0.10, 0.19, 0.59)  -0.140
O (-1.05, -0.61, 0.48)  0.005
C (-1.98, -0.08, -0.39)  -0.694
F (-2.60, 0.94, 0.20)  0.193
F (-2.85, -1.03, -0.68)  0.224
F (-1.39, 0.34, -1.51)  0.183
C (1.56, -1.75, 1.39)  -0.436
O (2.09, -2.57, 2.39)  -0.015
P (0.49, -3.01, 0.43)  0.865
N (-0.90, -3.36, 1.03)  -0.215
H (2.17, -4.45, -1.72)  0.070
H (2.92, -3.98, -3.22)  0.100
H (3.97, -4.49, -1.92)  0.101
H (2.20, -2.05, -1.95)  0.116
H (3.37, -3.37, 0.23)  0.121
H (4.64, -2.27, -0.19)  0.132
H (1.20, 2.33, 2.15)  0.127
H (2.91, 2.49, 2.14)  0.083
H (1.40, 2.15, -0.48)  0.101
H (3.03, 2.71, -0.24)  0.098
H (-0.73, 0.34, 2.80)  0.124
H (0.71, 0.74, 3.60)  0.089
H (-0.04, -2.20, 3.52)  0.103
H (0.91, -1.29, 4.64)  0.121
H (0.62, 0.20, -0.37)  0.126
H (-0.19, 1.21, 0.80)  0.129
H (2.29, -2.08, 3.20)  0.054
H (1.32, -4.15, 0.46)  0.038
H (0.35, -2.55, -0.89)  0.047
H (-1.13, -2.83, 1.86)  -0.047
B (-5.26, -0.05, -4.67)  -0.872
O (-4.34, 0.34, -5.77)  0.232
C (-3.37, -0.55, -5.84)  -0.405
O (-2.45, -0.53, -6.62)  0.138
C (-3.60, -1.60, -4.76)  -0.404
O (-2.90, -2.55, -4.54)  0.127
O (-4.71, -1.29, -4.10)  0.227
O (-5.35, 1.01, -3.65)  0.219
C (-6.61, 1.40, -3.54)  -0.397
O (-7.02, 2.25, -2.80)  0.145
C (-7.45, 0.59, -4.53)  -0.394
O (-8.63, 0.68, -4.69)  0.153
O (-6.64, -0.25, -5.17)  0.231

Results
LUMO = -4.1 eV
highest occupied orbital energy = -0.31279 Ha
gap between HOMO and LUMO = 0.1604 hartree
total charge = 0
molecular weight = 1239.2 g/mol